1:
# C5H13N

One molecule with the formula C5H13N (wB97M-V/def2-TZVPD, OMol25).

The HOMO-LUMO gap comes out at 0.3435 Eh. The HOMO energy comes out at -0.30230 hartree. Its SMILES is CCN(C)CC.

```
! RIJCOSX wB97M-V def2-TZVPD def2/J DEFGRID3
* xyz 0 1
C -2.01 -0.19 -1.04
C -0.53 0.10 -1.10
N 0.27 -0.40 0.07
C -0.38 -1.48 0.79
C 0.72 0.73 0.88
C 2.07 1.18 0.29
H -2.40 0.10 -0.05
H -2.59 0.53 -1.62
H -2.34 -1.21 -1.18
H -0.29 1.12 -1.28
H -0.12 -0.55 -1.88
H -1.39 -1.36 1.20
H 0.18 -1.58 1.74
H -0.22 -2.39 0.22
H 0.83 0.40 1.91
H 0.04 1.60 0.84
H 2.47 2.16 0.56
H 1.88 1.34 -0.78
H 2.78 0.38 0.48
*
```

---

2:
# C5H13N

One molecule with the formula C5H13N (wB97M-V/def2-TZVPD, OMol25).

The HOMO-LUMO gap comes out at 0.3770 Eh. The HOMO energy comes out at -0.33417 hartree. Its SMILES is CC(C)CCN.

```
! RIJCOSX wB97M-V def2-TZVPD def2/J DEFGRID3
* xyz 0 1
C -0.13 -1.98 -0.74
C 0.33 -0.58 -0.25
C 1.74 -0.67 0.35
C -0.70 0.13 0.66
C -0.49 1.64 0.64
N -0.94 2.26 -0.63
H -1.18 -2.20 -0.51
H -0.06 -1.95 -1.83
H 0.46 -2.82 -0.39
H 0.36 0.04 -1.15
H 2.25 -1.49 -0.14
H 2.32 0.25 0.21
H 1.68 -0.84 1.43
H -1.71 -0.02 0.28
H -0.56 -0.27 1.66
H -0.98 2.11 1.49
H 0.57 1.91 0.68
H -1.25 1.57 -1.30
H -1.70 2.91 -0.45
*
```

---

3:
# C5H13N

A 2-piece molecular cluster, C5H13N overall (wB97M-V/def2-TZVPD, OMol25).

The HOMO-LUMO gap comes out at 0.3669 Eh. The HOMO energy comes out at -0.32771 hartree. Its SMILES is C=CC.CCN.

```
! RIJCOSX wB97M-V def2-TZVPD def2/J DEFGRID3
* xyz 0 1
C -2.58 1.22 -0.06
C -2.50 -0.07 -0.11
C -1.79 -0.96 0.89
H -2.98 1.85 -0.88
H -1.97 1.59 0.72
H -2.79 -0.46 -1.09
H -1.98 -1.97 0.61
H -0.71 -0.77 1.06
H -2.31 -0.70 1.83
C 1.67 -0.57 -1.12
C 2.54 0.23 -0.22
N 1.88 0.86 0.89
H 0.85 -0.21 -1.63
H 2.22 -1.05 -1.91
H 1.37 -1.48 -0.52
H 3.33 -0.42 0.05
H 2.93 1.09 -0.76
H 1.25 1.57 0.57
H 1.57 0.25 1.67
*
```

---

4:
# C5H13N

One molecule with the formula C5H13N (wB97M-V/def2-TZVPD, OMol25).

The HOMO-LUMO gap comes out at 0.3522 Eh. The HOMO energy comes out at -0.31049 hartree. Its SMILES is CC(C)N(C)C.

```
! RIJCOSX wB97M-V def2-TZVPD def2/J DEFGRID3
* xyz 0 1
C -1.06 1.16 -0.25
C 0.00 0.63 0.65
C 1.32 1.44 0.46
N 0.33 -0.82 0.25
C -0.71 -1.74 0.72
C 0.56 -0.98 -1.19
H -1.50 2.12 0.07
H -0.69 1.24 -1.29
H -1.91 0.46 -0.31
H -0.26 0.56 1.69
H 1.58 1.96 1.38
H 1.19 2.26 -0.25
H 2.18 0.84 0.15
H -0.97 -1.35 1.71
H -0.26 -2.73 0.87
H -1.68 -1.82 0.18
H 1.29 -0.32 -1.66
H 0.97 -1.98 -1.39
H -0.36 -0.93 -1.79
*
```

---

The structure with the least stability is 3.

---

1:
# C5H13N

One molecule with the formula C5H13N (wB97M-V/def2-TZVPD, OMol25).

The HOMO-LUMO gap comes out at 0.3827 Eh. The HOMO energy comes out at -0.34250 hartree. Its SMILES is CC(C)[C@@H](C)N.

```
! RIJCOSX wB97M-V def2-TZVPD def2/J DEFGRID3
* xyz 0 1
C 0.17 1.89 -0.66
C -0.26 0.75 0.27
C -1.72 0.39 0.02
C 0.73 -0.44 0.10
C 0.80 -1.32 1.35
N 0.50 -1.34 -1.04
H 1.04 2.44 -0.27
H 0.44 1.48 -1.63
H -0.60 2.63 -0.84
H -0.16 1.04 1.31
H -2.09 -0.25 0.82
H -1.87 -0.12 -0.93
H -2.32 1.30 0.10
H 1.71 0.01 -0.06
H 0.78 -0.71 2.26
H 1.75 -1.86 1.36
H -0.01 -2.05 1.37
H 0.46 -0.81 -1.91
H -0.44 -1.74 -0.95
*
```

---

2:
# C5H13N

A 2-piece molecular cluster, C5H13N overall (wB97M-V/def2-TZVPD, OMol25).

The HOMO-LUMO gap comes out at 0.3883 Eh. The HOMO energy comes out at -0.34776 hartree. Its SMILES is C=NC.CCC.

```
! RIJCOSX wB97M-V def2-TZVPD def2/J DEFGRID3
* xyz 0 1
C -1.74 0.77 -3.02
N -1.09 1.26 -2.07
C 0.23 1.84 -2.42
H -2.58 0.09 -2.94
H -1.56 1.05 -4.07
H 0.10 2.86 -2.76
H 0.80 1.87 -1.49
H 0.68 1.10 -3.07
C 1.25 -0.82 1.25
C 0.18 -0.93 2.35
C 0.72 -1.87 3.46
H 1.83 -1.75 1.25
H 0.87 -0.57 0.26
H 2.01 -0.07 1.50
H -0.02 0.03 2.82
H -0.76 -1.30 1.95
H 0.14 -1.74 4.38
H 1.77 -1.65 3.62
H 0.66 -2.91 3.17
*
```

---

The structure with the least stability is 2.